[1]
13 unconnected molecules or ions with the total composition C91H207N6O15P2, computed with ωB97M-V/def2-TZVPD.

Its largest force on an atom is 5.56 eV/A. The energy comes out at -5730.15087 hartree. For the HOMO-LUMO gap, the calculation gives 6.66 eV. The LUMO energy comes out at -0.1728 Ha. The molar mass comes out at 1687.6 g/mol. The HOMO energy comes out at -11.366 eV.

Structure (ORCA input):
```
! RIJCOSX wB97M-V def2-TZVPD def2/J DEFGRID3
* xyz 3 1
C 0.28 6.28 1.68
C 0.82 4.88 1.99
C 0.30 4.55 3.44
C -1.27 4.42 3.73
P -1.64 4.49 5.50
C -1.08 6.08 6.27
C -1.78 7.33 5.75
C -0.81 8.48 5.40
C -1.56 9.77 5.09
C -3.54 4.24 5.66
C -4.09 4.11 7.07
C -4.22 5.43 7.83
C -4.96 5.47 9.14
C -0.85 3.09 6.34
C -1.16 1.80 5.68
C -0.13 0.74 5.90
C -0.56 -0.68 5.46
H 0.76 6.67 0.78
H 0.52 7.05 2.42
H -0.79 6.23 1.50
H 1.91 4.90 1.95
H 0.53 4.16 1.23
H 0.65 5.38 4.06
H 0.77 3.69 3.91
H -1.46 3.39 3.42
H -1.96 4.95 3.07
H 0.00 6.00 6.09
H -1.29 5.91 7.32
H -2.52 7.63 6.49
H -2.41 7.00 4.93
H -0.38 8.20 4.44
H -0.01 8.71 6.10
H -2.24 9.72 4.24
H -0.79 10.50 4.85
H -2.09 10.07 6.00
H -3.84 3.40 5.04
H -3.99 5.08 5.13
H -3.41 3.52 7.68
H -5.02 3.55 7.19
H -4.91 6.06 7.27
H -3.30 6.02 7.84
H -4.51 4.83 9.89
H -6.05 5.39 9.06
H -4.77 6.50 9.45
H -1.22 3.02 7.36
H 0.22 3.30 6.43
H -1.29 1.78 4.60
H -2.13 1.38 5.94
H 0.19 0.70 6.94
H 0.77 0.90 5.30
H 0.24 -1.40 5.57
H -0.71 -0.58 4.38
H -1.53 -1.01 5.83
C -5.04 -7.38 2.56
C -4.66 -6.47 1.44
C -4.50 -7.25 0.14
C -4.14 -6.42 -1.13
P -2.37 -5.94 -1.34
C -1.52 -5.22 0.11
C -0.79 -6.16 1.10
C 0.24 -5.28 1.85
C 1.00 -5.96 2.98
C -1.59 -7.60 -1.80
C -0.17 -7.64 -2.40
C -0.04 -8.80 -3.38
C -0.67 -8.60 -4.75
C -2.04 -4.83 -2.73
C -2.63 -5.20 -4.04
C -2.29 -4.15 -5.06
C -3.00 -4.41 -6.40
H -5.38 -6.82 3.43
H -4.22 -8.05 2.82
H -5.90 -8.01 2.32
H -3.69 -6.02 1.66
H -5.34 -5.62 1.47
H -5.47 -7.71 -0.05
H -3.82 -8.10 0.13
H -4.81 -5.56 -1.24
H -4.29 -7.07 -1.99
H -2.20 -4.50 0.57
H -0.89 -4.53 -0.45
H -0.24 -6.99 0.66
H -1.46 -6.60 1.84
H -0.34 -4.53 2.37
H 0.84 -4.78 1.09
H 0.37 -6.45 3.71
H 1.63 -5.29 3.56
H 1.54 -6.79 2.53
H -2.20 -8.15 -2.52
H -1.57 -8.15 -0.86
H 0.66 -7.79 -1.71
H 0.07 -6.69 -2.88
H -0.49 -9.71 -2.99
H 1.02 -9.04 -3.49
H -0.04 -7.93 -5.33
H -1.69 -8.27 -4.57
H -0.62 -9.57 -5.24
H -0.97 -4.63 -2.68
H -2.55 -3.90 -2.48
H -3.71 -5.29 -3.92
H -2.35 -6.19 -4.40
H -1.21 -4.18 -5.25
H -2.55 -3.14 -4.73
H -2.93 -3.51 -7.00
H -4.07 -4.50 -6.21
H -2.58 -5.25 -6.96
C 0.20 2.27 -7.71
C 0.03 0.94 -6.94
C 1.10 -0.14 -7.18
N 1.39 -1.02 -5.88
C 2.48 -2.09 -6.15
C 3.93 -1.59 -6.42
C 4.36 -0.77 -5.22
C 3.37 0.42 -5.00
C 1.91 -0.13 -4.70
C 0.03 -1.66 -5.44
H -0.43 3.03 -7.25
H -0.21 2.15 -8.71
H 1.22 2.67 -7.68
H -0.92 0.63 -7.37
H -0.32 1.22 -5.94
H 2.09 0.22 -7.48
H 0.67 -0.83 -7.90
H 2.12 -2.68 -6.99
H 2.50 -2.80 -5.33
H 4.03 -1.09 -7.38
H 4.56 -2.47 -6.52
H 5.34 -0.32 -5.38
H 4.37 -1.25 -4.24
H 3.26 1.08 -5.85
H 3.69 1.01 -4.14
H 1.27 0.73 -4.53
H 1.90 -0.80 -3.84
H 0.25 -2.32 -4.60
H -0.34 -2.16 -6.33
H -0.68 -0.86 -5.24
C 6.15 4.81 3.68
C 6.63 3.43 3.19
N 6.43 2.16 4.05
C 7.06 2.46 5.49
C 4.84 1.98 4.25
C 3.96 1.79 2.95
C 7.17 0.92 3.33
C 7.24 -0.41 4.07
O 5.87 -0.74 4.24
C 5.80 -1.93 4.99
H 6.59 5.63 3.13
H 6.30 4.96 4.75
H 5.06 4.92 3.66
H 7.72 3.39 3.10
H 6.14 3.22 2.24
H 8.10 2.72 5.28
H 7.16 1.53 6.06
H 6.50 3.14 6.13
H 4.52 2.77 4.93
H 4.71 1.08 4.86
H 4.38 1.05 2.27
H 4.04 2.71 2.37
H 2.91 1.54 3.12
H 8.19 1.29 3.17
H 6.61 0.71 2.42
H 7.89 -0.40 4.95
H 7.73 -1.16 3.43
H 4.75 -2.03 5.28
H 6.46 -1.92 5.86
H 6.14 -2.74 4.34
C -1.89 9.38 -5.59
C -1.79 7.84 -5.26
N -3.19 7.09 -5.51
C -4.19 7.71 -4.49
C -3.79 7.35 -6.89
C -2.73 7.17 -8.05
C -2.97 5.64 -5.05
C -4.14 4.67 -5.11
O -4.58 4.49 -6.45
C -5.43 3.37 -6.67
H -2.87 9.78 -5.33
H -1.62 9.64 -6.62
H -1.19 9.94 -4.98
H -1.61 7.75 -4.19
H -0.95 7.38 -5.77
H -5.13 7.16 -4.62
H -4.48 8.68 -4.88
H -3.67 7.71 -3.53
H -4.16 8.37 -6.85
H -4.69 6.75 -7.04
H -2.13 6.29 -7.84
H -1.94 7.92 -8.01
H -3.26 7.00 -8.99
H -2.52 5.70 -4.06
H -2.26 5.24 -5.77
H -5.01 5.05 -4.56
H -3.85 3.72 -4.67
H -6.46 3.54 -6.37
H -5.02 2.49 -6.17
H -5.48 3.24 -7.75
C 4.69 -4.88 2.15
C 4.88 -4.46 0.63
N 5.92 -3.30 0.47
C 5.37 -2.00 1.15
C 7.32 -3.66 1.14
C 8.57 -2.69 0.91
C 6.02 -2.96 -1.06
C 6.53 -4.01 -2.02
O 7.83 -4.43 -1.67
C 8.58 -5.08 -2.71
H 3.84 -5.56 2.18
H 4.63 -4.14 2.94
H 5.41 -5.62 2.50
H 3.96 -4.12 0.16
H 5.47 -5.19 0.08
H 5.02 -2.21 2.16
H 4.53 -1.62 0.57
H 6.12 -1.21 1.17
H 7.62 -4.63 0.75
H 7.12 -3.86 2.19
H 9.44 -3.11 1.42
H 8.34 -1.69 1.26
H 8.72 -2.61 -0.17
H 6.64 -2.08 -1.23
H 4.98 -2.70 -1.29
H 6.56 -3.61 -3.03
H 5.90 -4.89 -2.10
H 9.64 -5.14 -2.47
H 8.45 -4.59 -3.68
H 8.18 -6.09 -2.77
C 1.95 -1.26 1.74
C 1.17 -1.65 0.47
N 0.24 -0.59 -0.12
C -1.00 -0.47 0.76
C 0.97 0.74 -0.24
C 2.25 0.83 -1.04
C -0.21 -1.11 -1.52
C -1.35 -0.28 -2.21
O -0.82 0.95 -2.65
C -1.77 1.80 -3.26
H 2.30 -2.13 2.28
H 1.25 -0.80 2.44
H 2.67 -0.44 1.65
H 0.40 -2.40 0.67
H 1.75 -2.00 -0.38
H -1.43 -1.46 0.94
H -1.66 0.33 0.42
H -0.64 -0.25 1.76
H 1.02 1.00 0.81
H 0.23 1.42 -0.67
H 2.93 0.02 -0.80
H 2.78 1.78 -0.99
H 1.99 0.70 -2.09
H -0.48 -2.16 -1.48
H 0.61 -1.10 -2.24
H -2.30 -0.17 -1.69
H -1.62 -0.91 -3.06
H -1.45 2.74 -3.70
H -2.63 2.02 -2.63
H -2.13 1.28 -4.15
C -7.43 -3.18 2.64
C -5.89 -3.06 2.52
N -5.32 -1.59 2.63
C -6.10 -0.67 1.62
C -5.49 -1.09 4.16
C -4.55 0.05 4.59
C -3.80 -1.64 2.26
C -2.89 -2.65 3.08
O -3.26 -2.82 4.39
C -2.52 -3.95 4.89
H -7.89 -4.13 2.37
H -7.93 -2.50 1.95
H -7.84 -2.86 3.60
H -5.66 -3.40 1.51
H -5.26 -3.73 3.12
H -7.15 -0.59 1.91
H -6.16 -1.24 0.69
H -5.58 0.27 1.80
H -5.51 -1.98 4.79
H -6.54 -0.91 4.38
H -4.65 0.17 5.67
H -4.75 0.90 3.94
H -3.49 -0.17 4.50
H -3.49 -0.60 2.29
H -3.76 -1.73 1.17
H -1.86 -2.31 3.00
H -2.99 -3.61 2.56
H -2.60 -4.82 4.23
H -2.83 -4.21 5.90
H -1.49 -3.61 4.97
C -5.04 -1.56 -2.55
C -5.04 -2.58 -1.40
O -3.94 -2.80 -0.88
O -6.05 -3.18 -1.12
H -4.24 -0.83 -2.49
H -5.98 -1.00 -2.59
H -4.97 -2.01 -3.54
C 2.73 -5.13 -3.31
C 2.16 -4.02 -2.39
O 1.42 -4.47 -1.49
O 2.46 -2.82 -2.62
H 2.06 -5.18 -4.18
H 2.83 -6.03 -2.70
H 3.77 -4.99 -3.59
C -3.92 3.22 0.43
C -4.07 2.81 1.89
O -5.00 3.30 2.59
O -3.18 1.96 2.30
H -3.41 2.39 -0.08
H -3.27 4.09 0.41
H -4.90 3.53 0.06
C 5.74 1.01 -1.87
C 6.49 1.16 -0.55
O 7.46 0.44 -0.25
O 5.93 1.93 0.18
H 6.41 0.60 -2.63
H 5.26 1.96 -2.12
H 4.90 0.34 -1.79
C 0.57 5.47 -2.06
C -0.21 6.86 -2.13
O -1.44 6.78 -1.89
O 0.42 7.87 -2.39
H 1.09 5.40 -1.10
H 1.25 5.31 -2.90
H -0.13 4.65 -2.21
*
```


[2]
A molecular structure, C26H22AsBrCl5N3OS2Ti, computed with ωB97M-V/def2-TZVPD.

Its largest force on an atom is 0.76 eV/A. The energy comes out at -10000.14353 hartree. Its expectation value of S² is 2.006. For the HOMO-LUMO gap (alpha / beta), the calculation gives 6.59 / 7.43 eV. The LUMO energy (alpha / beta) comes out at 0.0025 / 0.0026 Ha. Its relative energy (zero: lowest compared OMol25 entry of this formula, charge and spin) is 0.285 eV. The molar mass comes out at 836.6 g/mol. The HOMO energy (alpha / beta) comes out at -6.526 / -7.357 eV.

Structure (ORCA input):
```
! RIJCOSX wB97M-V def2-TZVPD def2/J DEFGRID3
* xyz 0 3
Ti -0.49 0.04 -0.05
O -6.50 1.91 -0.62
C -5.22 1.50 -0.59
C -4.14 2.38 -0.50
C -2.87 1.86 -0.46
N -2.60 0.54 -0.52
C -3.65 -0.27 -0.64
Br -3.33 -2.12 -0.81
C -4.97 0.14 -0.66
H -6.56 2.87 -0.57
H -4.28 3.46 -0.46
H -2.01 2.51 -0.39
H -5.77 -0.57 -0.74
S -0.60 -1.87 1.68
C 0.83 -2.81 1.32
N 1.73 -2.51 0.44
C 2.74 -3.47 0.44
C 3.85 -3.44 -0.41
C 4.78 -4.46 -0.32
C 4.62 -5.50 0.60
C 3.52 -5.54 1.44
C 2.58 -4.52 1.36
S 1.12 -4.26 2.26
H 3.96 -2.63 -1.11
H 5.65 -4.45 -0.96
H 5.36 -6.28 0.66
H 3.41 -6.34 2.16
Cl 2.08 0.79 1.38
C 1.75 2.10 0.23
C 0.63 1.95 -0.58
C 0.55 2.90 -1.58
Cl -0.72 2.71 -2.79
C 1.42 3.98 -1.72
Cl 1.22 5.15 -2.98
C 2.47 4.12 -0.82
Cl 3.55 5.46 -0.93
C 2.66 3.15 0.17
Cl 3.98 3.28 1.26
C 1.41 -1.60 -4.35
C 2.21 -1.21 -3.28
C 1.61 -0.81 -2.11
N 0.28 -0.79 -1.95
C -0.49 -1.14 -2.99
C 0.03 -1.57 -4.20
H 1.85 -1.93 -5.28
H 3.29 -1.21 -3.35
H 2.19 -0.51 -1.25
H -1.56 -1.08 -2.84
H -0.64 -1.85 -5.00
C -1.46 3.27 2.62
As -1.25 1.33 2.43
C -0.27 0.98 4.08
C -3.04 0.76 2.97
H -1.88 3.52 3.60
H -2.13 3.65 1.85
H -0.49 3.74 2.51
H -0.91 1.20 4.93
H 0.62 1.60 4.11
H 0.02 -0.07 4.09
H -3.23 1.03 4.01
H -3.12 -0.32 2.86
H -3.78 1.24 2.33
*
```


[3]
A molecular structure, C24H17N5O2PtS, computed with ωB97M-V/def2-TZVPD.

Its largest force on an atom is 1.57 eV/A. The energy comes out at -1866.55551 hartree. For the HOMO-LUMO gap, the calculation gives 6.51 eV. The LUMO energy comes out at -0.0274 Ha. Its relative energy (zero: lowest compared OMol25 entry of this formula, charge and spin) is 1.104 eV. The molar mass comes out at 634.6 g/mol. The HOMO energy comes out at -7.251 eV.

Structure (ORCA input):
```
! RIJCOSX wB97M-V def2-TZVPD def2/J DEFGRID3
* xyz 0 1
Pt -0.29 0.25 0.31
S 3.96 2.54 0.61
C 4.50 0.96 0.17
C 5.80 0.46 0.10
C 5.97 -0.86 -0.26
C 4.87 -1.68 -0.55
C 3.58 -1.18 -0.49
C 3.40 0.15 -0.13
N 2.17 0.80 -0.01
C 2.32 2.02 0.36
C 1.12 2.87 0.54
C 1.23 4.23 0.82
C 0.09 5.00 1.00
C -1.16 4.40 0.91
C -1.27 3.04 0.63
C -0.14 2.24 0.44
H 6.66 1.09 0.32
H 6.97 -1.27 -0.31
H 5.03 -2.71 -0.82
H 2.72 -1.80 -0.70
H 2.21 4.69 0.89
H 0.18 6.05 1.22
H -2.05 4.99 1.06
H -2.26 2.59 0.57
N -3.64 -0.53 -6.21
C -3.10 -0.39 -5.21
C -2.39 -0.20 -3.95
C -1.90 -1.30 -3.26
C -1.16 -1.07 -2.11
N -0.89 0.16 -1.67
C -1.40 1.22 -2.32
C -2.16 1.08 -3.47
H -2.10 -2.31 -3.59
H -0.77 -1.89 -1.53
H -1.17 2.19 -1.90
H -2.55 1.95 -3.97
C -3.96 -3.82 2.03
N -2.76 -3.02 2.16
C -2.04 -2.99 3.31
C -0.95 -2.21 3.47
C -0.62 -1.35 2.37
O 0.28 -0.46 2.39
N -1.29 -1.46 1.22
C -2.39 -2.24 1.05
O -3.03 -2.32 0.01
H -4.05 -4.46 2.91
H -3.91 -4.44 1.13
H -4.85 -3.19 1.95
H -2.40 -3.63 4.10
H -0.39 -2.19 4.39
*
```


[4]
2 unconnected molecules or ions with the total composition C4H10NOS2, computed with ωB97M-V/def2-TZVPD.

Its largest force on an atom is 6.31 eV/A. The energy comes out at -1084.72242 hartree. For the HOMO-LUMO gap, the calculation gives 7.18 eV. The LUMO energy comes out at 0.1286 Ha. Its relative energy (zero: lowest compared OMol25 entry of this formula, charge and spin) is 1.340 eV. The molar mass comes out at 152.3 g/mol. The HOMO energy comes out at -3.677 eV.

Structure (ORCA input):
```
! RIJCOSX wB97M-V def2-TZVPD def2/J DEFGRID3
* xyz -1 1
C 2.38 -1.03 0.29
C 1.07 -0.85 -0.43
C -0.08 -0.61 0.46
C -1.35 -0.66 -0.40
N -2.41 0.12 -0.05
O -3.56 0.15 -0.64
S 0.00 0.79 1.68
S -0.76 3.53 -0.16
H 2.66 -0.09 0.94
H 3.27 -1.39 -0.28
H 2.09 -1.66 1.17
H 0.85 -1.77 -0.97
H 1.10 -0.03 -1.19
H -0.20 -1.42 1.05
H -1.41 -1.32 -1.18
H -2.16 0.76 0.72
H -0.76 2.28 0.50
H -0.74 3.19 -1.51
*
```


[5]
C7H10 in the gas phase, computed with ωB97M-V/def2-TZVPD.

Its largest force on an atom is 0.36 eV/A. The energy comes out at -272.53574 hartree. For the HOMO-LUMO gap, the calculation gives 8.64 eV. The LUMO energy comes out at 0.0095 Ha. Its relative energy (zero: lowest compared OMol25 entry of this formula, charge and spin) is 4.960 eV. The molar mass comes out at 94.2 g/mol. The HOMO energy comes out at -8.386 eV.

Structure (ORCA input):
```
! RIJCOSX wB97M-V def2-TZVPD def2/J DEFGRID3
* xyz 0 1
C -1.62 -0.55 0.82
C -0.34 -0.08 0.15
C 0.08 1.41 0.25
C 0.61 1.37 -1.17
C -0.33 0.19 -1.38
C 2.06 -0.60 -0.07
C 0.89 -0.92 0.47
H -1.88 -1.58 0.52
H -1.54 -0.53 1.91
H -2.46 0.09 0.54
H 0.73 1.73 1.07
H -0.80 2.07 0.20
H 2.13 0.28 -0.74
H -0.05 -0.61 -2.07
H -1.27 0.64 -1.71
H 3.00 -1.12 0.08
H 0.79 -1.78 1.13
*
```


[6]
C8H14N2O3S in the gas phase, computed with ωB97M-V/def2-TZVPD.

Its largest force on an atom is 5.11 eV/A. The energy comes out at -1046.46952 hartree. For the HOMO-LUMO gap (alpha / beta), the calculation gives 7.24 / 7.24 eV. The LUMO energy (alpha / beta) comes out at 0.0005 / 0.0006 Ha. Its relative energy (zero: lowest compared OMol25 entry of this formula, charge and spin) is 5.796 eV. The molar mass comes out at 218.3 g/mol. The HOMO energy (alpha / beta) comes out at -7.228 / -7.228 eV.

Structure (ORCA input):
```
! RIJCOSX wB97M-V def2-TZVPD def2/J DEFGRID3
* xyz 0 1
C 0.70 1.91 -0.86
C -0.65 1.74 -0.77
C 1.65 1.14 -0.18
C 1.47 -0.44 -0.13
C -1.19 0.97 0.20
C 0.15 -0.94 -0.48
C 3.88 0.89 0.85
C -1.52 -2.74 -0.24
N 2.76 1.59 0.25
N -0.48 -1.88 0.15
O -3.77 1.67 0.41
O -3.37 -0.06 -1.15
O -2.86 -0.54 1.21
S -2.78 0.40 0.09
H 1.12 2.79 -1.53
H -1.34 1.91 -1.67
H 2.30 -0.91 -0.73
H 1.67 -0.61 0.89
H -0.76 0.88 1.26
H 0.02 -0.68 -1.61
H 4.36 0.41 0.03
H 3.48 0.10 1.51
H 4.73 1.44 1.23
H -1.36 -3.78 -0.47
H -2.33 -2.67 0.47
H -1.94 -2.29 -1.24
H -0.20 -2.10 1.13
H -3.74 1.79 1.37
*
```